47
Properties=species:S:1:pos:R:3 method="wB97M-V/def2-TZVPD" max_force_ev_per_a=2.5 multiplicity=1 charge=+2 homo_lumo_gap_ev=8.697 homo_ev=-15.6946
Y -0.705 -0.846 0.799
P 1.625 -1.846 -0.152
C 1.674 -0.970 -1.778
C 0.607 0.098 -2.052
N -0.435 0.302 -1.192
C -1.255 1.382 -1.334
C -1.367 2.029 -2.556
C -0.468 1.670 -3.558
C 0.557 0.756 -3.277
C -2.121 1.856 -0.174
P -1.473 1.652 1.582
H 1.315 0.478 -4.011
H -2.156 2.762 -2.713
H -0.505 2.150 -4.532
H -2.254 2.950 -0.260
H -3.098 1.345 -0.228
H 2.752 -0.725 -1.854
H 1.493 -1.792 -2.510
H 4.253 3.015 0.006
O 4.738 3.160 -0.820
H 5.489 2.540 -0.764
H 2.727 1.093 3.463
O 2.692 1.877 2.848
H 1.704 1.958 2.680
C -0.629 3.258 1.736
H -1.361 4.072 1.625
H -0.129 3.321 2.712
H 0.132 3.309 0.948
C -3.001 1.906 2.550
H -2.724 1.873 3.612
H -3.489 2.867 2.316
H -3.688 1.068 2.362
C 1.108 -3.385 -0.983
H 1.936 -3.581 -1.675
H 0.903 -4.247 -0.345
H 0.208 -3.170 -1.570
C 3.316 -2.181 0.429
H 3.354 -2.910 1.255
H 3.938 -2.543 -0.401
H 3.695 -1.220 0.808
Cl -2.908 -4.836 2.671
C -3.110 -4.139 1.052
Cl -2.373 -5.202 -0.176
Cl -4.808 -3.776 0.711
C -2.300 -2.806 0.940
O -1.485 -2.530 1.906
O -2.371 -2.040 -0.100